Record 1
Molecular formula: C24H44Br16O6
Method: DFT, the ωB97M-V functional and the def2-TZVPD basis

Results
* M: 1707.1 g mol⁻¹
* gap between HOMO and LUMO: 9.658 eV
* spin multiplicity: 1
* LUMO level: -0.0902 eV
* HOMO: -0.358 hartree
* SMILES: C[C@H]1COC(=O)O1.C[C@H]1COC(=O)O1.BrCCBr.BrCCBr.BrCCBr.BrCCBr.BrCCBr.BrCCBr.BrCCBr.BrCCBr

The geometry in XYZ format:
```
90
C24H44Br16O6 | OMol25 | the ωB97M-V functional and the def2-TZVPD basis
C -14.902 -20.966 3.360
C -15.662 -19.912 2.444
C -14.999 -18.593 2.281
O -14.958 -18.266 0.962
C -15.173 -19.381 0.254
O -14.928 -19.507 -0.944
O -15.567 -20.449 1.124
H -15.070 -20.835 4.429
H -13.838 -20.763 3.246
H -15.276 -21.919 2.985
H -16.722 -19.866 2.694
H -13.963 -18.582 2.619
H -15.605 -17.897 2.860
C -17.287 -15.659 2.224
C -18.056 -16.517 3.255
C -19.198 -15.942 4.132
O -20.241 -16.823 3.824
C -19.915 -17.690 2.855
O -20.594 -18.542 2.377
O -18.624 -17.639 2.552
H -16.461 -16.267 1.854
H -16.929 -14.708 2.619
H -17.942 -15.445 1.380
H -17.326 -16.884 3.976
H -19.241 -14.878 3.899
H -18.948 -16.022 5.190
Br -22.423 -22.841 1.552
C -22.550 -21.335 2.803
C -23.849 -20.578 2.376
Br -24.127 -18.947 3.444
H -21.707 -20.654 2.684
H -22.549 -21.745 3.813
H -24.688 -21.221 2.642
H -23.891 -20.267 1.332
Br -18.764 -15.830 7.874
C -20.489 -14.958 7.299
C -21.602 -15.528 8.113
Br -23.163 -14.285 7.872
H -20.670 -15.162 6.244
H -20.380 -13.884 7.452
H -21.466 -15.434 9.191
H -21.827 -16.556 7.826
Br -13.981 -18.852 7.407
C -13.713 -17.742 5.758
C -14.672 -16.597 5.740
Br -14.353 -15.645 4.095
H -13.935 -18.467 4.975
H -12.692 -17.363 5.731
H -14.438 -15.922 6.563
H -15.726 -16.855 5.839
Br -21.904 -20.359 7.271
C -20.467 -19.513 6.297
C -19.246 -19.631 7.203
Br -17.530 -19.077 6.378
H -20.767 -18.540 5.907
H -20.287 -20.114 5.405
H -19.234 -20.589 7.724
H -19.310 -18.948 8.051
Br -14.061 -14.249 -2.613
C -15.892 -15.006 -2.621
C -15.912 -16.010 -1.432
Br -17.783 -16.566 -1.056
H -16.055 -15.547 -3.554
H -16.624 -14.210 -2.490
H -15.551 -15.544 -0.515
H -15.350 -16.920 -1.645
Br -14.577 -13.498 1.277
C -15.323 -11.687 0.690
C -15.518 -10.794 1.902
Br -16.642 -9.288 1.306
H -16.212 -11.795 0.069
H -14.534 -11.346 0.020
H -14.589 -10.402 2.317
H -16.072 -11.210 2.744
Br -19.532 -22.646 -0.691
C -18.995 -21.577 0.924
C -18.687 -22.621 1.969
Br -18.487 -21.806 3.810
H -19.798 -20.987 1.366
H -18.188 -20.915 0.609
H -17.814 -23.197 1.663
H -19.429 -23.415 1.887
Br -19.289 -11.862 1.951
C -21.112 -12.312 2.608
C -21.901 -13.082 1.547
Br -20.993 -14.840 1.112
H -21.624 -11.375 2.826
H -21.025 -12.966 3.476
H -21.911 -12.560 0.591
H -22.908 -13.359 1.858
```

Record 2
Molecular formula: C21H28N2O5S3
Method: DFT, the ωB97M-V functional and the def2-TZVPD basis

Results
* M: 484.7 g mol⁻¹
* energy above the lowest of the compared OMol25 structures with the same formula, charge and spin: 0.0990 eV
* gap between HOMO and LUMO: 9.420 eV
* spin multiplicity: 1
* LUMO level: 0.0552 eV
* HOMO: -0.344 hartree
* SMILES: O=S(=O)(NC1CCCC1)c1ccc(S(=O)(=O)N(Cc2cccs2)C[C@H]2CCCO2)cc1

The geometry in XYZ format:
```
59
C21H28N2O5S3 | OMol25 | the ωB97M-V functional and the def2-TZVPD basis
O 4.514 -2.575 1.305
S 4.219 -2.117 -0.016
O 4.895 -2.683 -1.142
N 4.516 -0.491 -0.058
C 4.083 0.340 1.040
C 4.977 1.591 1.167
C 4.126 2.741 0.633
C 2.729 2.382 1.127
C 2.640 0.874 0.886
C 2.446 -2.255 -0.293
C 1.974 -2.260 -1.591
C 0.605 -2.288 -1.810
C -0.249 -2.303 -0.723
S -2.020 -2.235 -1.003
O -2.673 -2.899 0.086
O -2.290 -2.650 -2.346
N -2.376 -0.623 -0.897
C -2.252 0.217 -2.067
C -1.140 1.211 -1.969
C -1.201 2.475 -1.466
C 0.034 3.159 -1.519
C 1.020 2.403 -2.061
S 0.463 0.837 -2.511
C -2.662 -0.042 0.386
C -4.103 0.511 0.492
C -5.143 -0.551 0.133
C -5.302 -1.294 1.460
C -4.996 -0.209 2.504
O -4.376 0.880 1.827
C 0.225 -2.325 0.575
C 1.593 -2.305 0.794
H 4.426 -0.091 -0.978
H 4.186 -0.305 1.914
H 5.907 1.457 0.619
H 5.216 1.765 2.215
H 4.464 3.711 0.994
H 4.147 2.753 -0.458
H 2.653 2.595 2.194
H 1.941 2.927 0.609
H 2.291 0.678 -0.131
H 1.946 0.391 1.572
H 2.681 -2.257 -2.405
H 0.188 -2.310 -2.804
H -3.195 0.753 -2.226
H -2.098 -0.468 -2.903
H -2.105 2.913 -1.081
H 0.172 4.169 -1.178
H 2.044 2.668 -2.236
H -2.551 -0.840 1.118
H -1.949 0.758 0.623
H -4.194 1.418 -0.114
H -6.077 -0.072 -0.161
H -4.798 -1.203 -0.666
H -4.578 -2.106 1.511
H -6.299 -1.707 1.588
H -5.907 0.179 2.972
H -4.330 -0.573 3.293
H -0.478 -2.379 1.391
H 2.016 -2.342 1.785
```

Record 3
Molecular formula: C5H7N4
Method: DFT, the ωB97M-V functional and the def2-TZVPD basis

Results
* M: 123.1 g mol⁻¹
* energy above the lowest of the compared OMol25 structures with the same formula, charge and spin: 1.2529 eV
* gap between HOMO and LUMO: 8.806 eV
* spin multiplicity: 1
* charge: +1
* LUMO level: -5.4082 eV
* HOMO: -0.522 hartree
* SMILES: N=[N+]=c1ccccn1N

The geometry in XYZ format:
```
16
C5H7N4 | OMol25 | the ωB97M-V functional and the def2-TZVPD basis
N -1.755 -2.189 0.360
N -1.897 -0.948 0.439
C -0.774 -0.176 0.156
C -1.094 1.183 0.220
C -0.172 2.180 -0.013
C 1.126 1.785 -0.313
C 1.434 0.444 -0.352
N 0.544 -0.551 -0.134
N 1.034 -1.822 -0.279
H -2.624 -2.677 0.594
H -2.121 1.410 0.470
H -0.456 3.219 0.040
H 1.898 2.513 -0.511
H 2.443 0.126 -0.580
H 2.023 -1.941 -0.111
H 0.392 -2.555 0.013
```

Record 4
Molecular formula: C3H6N2O2S
Method: DFT, the ωB97M-V functional and the def2-TZVPD basis

Results
* M: 134.2 g mol⁻¹
* energy above the lowest of the compared OMol25 structures with the same formula, charge and spin: 0.5677 eV
* gap between HOMO and LUMO (alpha / beta): 7.394 / 7.391 eV
* spin multiplicity: 1
* charge: +2
* LUMO level (alpha / beta): -11.7992 / -11.8016 eV
* HOMO (alpha / beta): -0.705 / -0.705 hartree

The geometry in XYZ format:
```
14
C3H6N2O2S | OMol25 | the ωB97M-V functional and the def2-TZVPD basis
C 0.597 0.628 -2.316
C -0.783 0.442 2.332
C 0.704 -1.574 -1.290
N -0.468 1.081 1.121
N 0.386 -0.164 -1.321
O -0.428 2.196 0.848
O -0.496 0.203 -0.339
S 0.785 1.904 -3.143
H -0.719 -0.642 2.256
H -1.765 0.794 2.782
H 0.047 0.832 2.952
H 1.064 -1.887 -0.396
H 1.375 -1.833 -2.076
H -0.301 -1.980 -1.413
```

Record 5
Molecular formula: C8H5F5NOSbSe5Tc
Method: DFT, the ωB97M-V functional and the def2-TZVPD basis

Results
* M: 840.7 g mol⁻¹
* gap between HOMO and LUMO (alpha / beta): 4.530 / 4.506 eV
* spin multiplicity: 1
* charge: +3
* LUMO level (alpha / beta): -13.5326 / -13.5282 eV
* HOMO (alpha / beta): -0.664 / -0.663 hartree

The geometry in XYZ format:
```
27
C8H5F5NOSbSe5Tc | OMol25 | the ωB97M-V functional and the def2-TZVPD basis
Tc -1.276 -0.026 0.279
Se -2.944 -0.422 -4.593
Sb -4.160 -0.035 -2.728
Se -2.178 -1.793 -0.602
Se -1.778 1.663 -0.985
Se -5.920 0.405 -1.381
F 5.097 0.172 -3.978
C 4.176 0.067 -3.079
C 3.947 -1.187 -2.472
F 4.666 -2.217 -2.837
C 2.962 -1.290 -1.514
F 2.712 -2.435 -0.911
C 2.183 -0.169 -1.162
Se 1.058 -0.292 0.304
C 2.432 1.071 -1.781
F 1.676 2.100 -1.420
C 3.411 1.206 -2.735
F 3.648 2.345 -3.334
C -2.423 -0.961 4.144
C -2.024 0.253 3.390
N -2.016 1.434 3.943
O -1.665 0.134 2.161
H -2.674 -0.740 5.178
H -1.604 -1.682 4.115
H -3.286 -1.414 3.651
H -2.279 1.549 4.914
H -1.738 2.262 3.432
```

Which of these has the lowest M? C5H7N4